Density functional theory data (ωB97M-V/def2-TZVPD) for C12H11N5OPdS2 as an isolated structure.

Results
**Frontier orbital gap (alpha / beta)**: 7.51 / 5.25 eV
**Total charge**: +1
**2S+1**: 2
**HOMO (alpha / beta)**: -11.2 / -11.2 eV
**M**: 411.8 g mol⁻¹

The geometry in XYZ format:
```
32
C12H11N5OPdS2 (ωB97M-V/def2-TZVPD)
Pd 0.64762 0.37071 1.06885
N 3.13059 0.14979 4.54458
C 2.54523 0.18422 3.34575
S 0.80407 0.39343 3.31589
N 3.31586 0.07313 2.28642
N 2.60386 0.13233 1.14211
C 3.20871 0.09058 0.00987
C 2.38285 0.15634 -1.19017
C 2.91543 0.08089 -2.46661
C 2.06112 0.14464 -3.55608
C 0.70075 0.28291 -3.33901
C 0.24021 0.36034 -2.03593
N 1.05182 0.30100 -0.98541
H 2.58627 0.18926 5.38697
H 4.12120 -0.01580 4.60395
H 4.28820 0.01238 -0.02876
H 3.98316 -0.02640 -2.59597
H 2.45568 0.08836 -4.56135
H 0.00020 0.33715 -4.15930
H -0.81416 0.48564 -1.82647
O -1.28252 -1.25576 0.98890
N -2.35940 -0.79884 0.51564
C -3.29299 -1.68748 0.03192
C -4.49961 -1.25560 -0.40715
C -4.81776 0.12353 -0.37262
C -3.89386 1.00849 0.08337
C -2.60875 0.58231 0.51447
S -1.41363 1.65520 0.97166
H -2.97101 -2.71615 0.07353
H -5.21254 -1.98348 -0.76649
H -5.78531 0.46647 -0.71008
H -4.09129 2.07040 0.11753
```

Density functional theory data (ωB97M-V/def2-TZVPD) for one molecule with the formula C12H11NO in a non-equilibrium geometry.

Results
**Frontier orbital gap**: 9.39 eV
**SMILES**: Cc1ncccc1Oc1ccccc1
**HOMO**: -8.6 eV
**M**: 185.2 g mol⁻¹
**Energy above the lowest of the compared OMol25 structures with the same formula, charge and spin**: 40.1 kcal/mol

The geometry in XYZ format:
```
25
C12H11NO (ωB97M-V/def2-TZVPD)
C 2.06124 2.29379 0.59888
C 2.24551 0.83725 0.14754
C 3.40810 -1.15696 -0.07078
C 2.28634 -1.89262 -0.44294
C 1.15376 -1.27312 -0.47510
C 1.14805 0.11539 -0.24136
C -1.27782 0.31370 -0.13502
C -1.62560 -0.46462 0.98397
C -2.93639 -0.94114 1.05489
C -3.91252 -0.55204 0.19016
C -3.67608 0.46598 -0.71399
C -2.39382 0.80852 -0.86121
H 1.44702 2.24071 1.55589
H 1.47370 2.99304 -0.04943
H 3.09143 2.79295 0.72411
H 4.34324 -1.65768 -0.00065
H 2.36076 -3.00252 -0.73013
H 0.17451 -1.88070 -0.54282
H -0.86883 -0.78771 1.60702
H -3.08939 -1.71699 1.78703
H -4.92167 -0.75816 0.45513
H -4.54899 0.94002 -1.22306
H -2.15269 1.41241 -1.68406
N 3.42281 0.17826 0.16212
O -0.01918 0.85648 -0.40551
```

Density functional theory data (ωB97M-V/def2-TZVPD) for one molecule with the formula C12H11NO4S in a non-equilibrium geometry.

Results
**Frontier orbital gap**: 7.31 eV
**SMILES**: O=C(O)CCS(=O)(=O)c1cccc2cccnc12
**HOMO**: -8.7 eV
**M**: 265.3 g mol⁻¹
**Energy above the lowest of the compared OMol25 structures with the same formula, charge and spin**: 20.4 kcal/mol

The geometry in XYZ format:
```
29
C12H11NO4S (ωB97M-V/def2-TZVPD)
O -0.24476 1.36178 -1.60533
C -0.60494 2.06656 -0.84329
O -0.02874 3.32270 -0.51336
H 0.68725 3.34144 -1.01221
C -2.01719 1.65912 -0.23982
C -2.76355 0.45776 -0.44975
H -3.87943 0.45158 -0.23685
H -2.45355 0.26194 -1.63021
S -2.25158 -0.80284 0.50388
O -3.02971 -1.98431 0.29382
O -2.24343 -0.15264 1.97328
C -0.64472 -1.23035 -0.00680
C -0.39360 -2.68004 -0.70704
C 0.87058 -2.88499 -0.93538
C 1.96304 -2.28774 -0.76032
C 1.80345 -1.09327 0.20853
C 3.03243 -0.45858 0.51516
C 2.77401 0.81928 1.22983
C 1.59989 1.39062 1.36347
N 0.40494 0.65498 1.20384
C 0.54266 -0.56713 0.35357
H 1.19053 2.31361 2.09640
H 3.63917 1.59634 1.51809
H 3.92340 -0.59509 0.37634
H 2.95279 -2.46235 -1.14630
H 1.00936 -3.87518 -1.53314
H -1.30126 -3.23754 -0.82798
H -1.76845 1.94845 0.94725
H -2.76857 2.66588 -0.13569
```

Density functional theory data (ωB97M-V/def2-TZVPD) for C12H11O4PPm as an isolated structure in a non-equilibrium geometry.

Results
**Frontier orbital gap (alpha / beta)**: 6.66 / 6.92 eV
**Total charge**: +3
**2S+1**: 5
**HOMO (alpha / beta)**: -20.2 / -20.2 eV
**M**: 395.2 g mol⁻¹
**Energy above the lowest of the compared OMol25 structures with the same formula, charge and spin**: 0.0 kcal/mol

The geometry in XYZ format:
```
29
C12H11O4PPm (ωB97M-V/def2-TZVPD)
O 0.62589 1.75812 -2.19735
C -0.22760 1.67995 -1.42300
Pm -2.32051 1.16986 -0.09619
O 2.61489 0.04162 -0.49019
C 2.61877 0.64403 0.47617
C -1.07676 -0.79473 -1.47144
O -0.26567 -1.56158 -1.76341
C -0.82745 -0.47152 1.13483
O -0.27311 -1.39794 1.55243
C 0.97413 3.64179 2.42223
P 0.14981 2.03596 2.09495
C 0.13902 1.46179 3.83758
C -1.61295 2.62376 1.84657
C -1.83762 3.52173 0.76926
C -3.10386 3.59945 0.16194
C -4.14676 2.77304 0.61316
C -3.95223 1.92793 1.71752
C -2.69496 1.85098 2.33109
H 2.03493 3.43828 2.64203
H 0.50628 4.10982 3.30457
H 0.90638 4.31159 1.55431
H -0.28937 2.26245 4.46511
H -0.42067 0.52301 3.95220
H 1.18966 1.29049 4.13363
H -1.00096 4.10630 0.40055
H -3.23629 4.27187 -0.68928
H -5.07728 2.72245 0.04729
H -4.74199 1.26337 2.06833
H -2.53591 1.16075 3.15098
```